Density functional theory data (ωB97M-V/def2-TZVPD) for C23H38BF3HgN2O13S as an isolated structure.

Positions of all 82 atoms, in Å:
Hg1 -3.38646 12.45121 -33.91733
O1 2.12373 2.93599 -31.08070
C1 1.00284 3.29760 -31.32056
O2 0.55771 3.89418 -32.42165
B1 -0.75556 4.42061 -32.26772
O3 -1.11701 4.00386 -30.89876
C2 -0.20578 3.38962 -30.31271
O4 -0.17603 3.04643 -29.13606
O5 -1.63363 4.06450 -33.41170
C3 -2.08274 5.20983 -33.94398
O6 -2.91381 5.33967 -34.83941
C4 -1.38494 6.38734 -33.18521
O7 -0.68699 5.89597 -32.24906
O8 -1.64620 7.55328 -33.47109
C5 -7.15135 17.42977 -36.02522
F1 -7.39210 17.83752 -37.37456
F2 -7.00995 18.57720 -35.27253
F3 -8.22224 16.78407 -35.55790
S1 -5.48909 16.38793 -35.89497
O9 -5.76362 14.94411 -36.20842
O10 -4.46190 17.07013 -36.69914
O11 -5.11357 16.24923 -34.46210
C6 -7.66485 11.24159 -29.37699
C7 -7.15006 12.14063 -30.50162
C8 -8.18034 13.30019 -30.73888
C9 -8.12733 14.34965 -29.63285
C10 -6.74897 14.96575 -29.52034
C11 -5.58967 13.83220 -29.16739
N1 -5.78432 12.79058 -30.22081
O12 -4.74458 11.92748 -30.11640
C12 -4.37194 14.75734 -29.31840
C13 -5.60721 13.33284 -27.70556
C14 -7.08349 11.43275 -31.89561
H1 -6.87274 10.57008 -29.04575
H2 -8.52596 10.59012 -29.52592
H3 -7.98907 11.82158 -28.51293
H4 -8.02514 13.84491 -31.67016
H5 -9.21231 12.95643 -30.80922
H6 -8.37115 13.91042 -28.66552
H7 -8.89893 15.08842 -29.84953
H8 -6.78316 15.61232 -28.64349
H9 -6.52365 15.73746 -30.25640
H10 -3.48639 14.13357 -29.19670
H11 -4.24313 15.22661 -30.29374
H12 -4.40570 15.68215 -28.74248
H13 -5.08379 12.38117 -27.61366
H14 -5.33958 14.12916 -27.01104
H15 -6.67135 13.16806 -27.53655
H16 -6.22499 10.76524 -31.96987
H17 -6.94579 12.04387 -32.78761
H18 -7.94052 10.77058 -32.01862
H19 -4.79184 11.52450 -29.24636
C15 1.84489 12.20447 -33.28071
C16 2.25401 12.52665 -34.77134
C17 3.09360 11.20507 -35.19870
C18 3.16143 11.05074 -36.73842
C19 1.70368 10.98143 -37.31025
C20 0.97980 12.31106 -37.04999
N2 0.96115 12.60942 -35.58841
O13 0.31918 13.64010 -35.22366
C21 1.64989 13.37948 -37.97724
C22 -0.43305 12.05590 -37.74294
C23 3.13340 13.79376 -34.76265
H20 2.76973 12.07153 -32.71939
H21 1.33565 11.25624 -33.10853
H22 1.20004 12.95699 -32.82686
H23 4.09389 11.35213 -34.79138
H24 2.72615 10.25012 -34.82298
H25 3.55552 10.03707 -36.81117
H26 3.83587 11.76723 -37.20735
H27 1.12924 10.19439 -36.82174
H28 1.90087 10.81511 -38.36928
H29 1.90653 13.16703 -39.01509
H30 1.08822 14.30063 -37.82200
H31 2.61278 13.55441 -37.49729
H32 -0.94266 13.01923 -37.72300
H33 -0.32749 11.86886 -38.81158
H34 -0.94463 11.22436 -37.25827
H35 4.02905 13.76212 -34.14222
H36 2.65114 14.73190 -34.48800
H37 3.46322 13.88230 -35.79778
H38 0.94071 14.34620 -35.41529

Values from the calculation:
- HOMO level: -0.32300 hartree
- Lowest unoccupied orbital energy: -7.4560 eV
- DFT total energy: -2862.5813 Eh
- 2S+1: 1
- Relative energy (zero: lowest compared OMol25 entry of this formula, charge and spin): 1060.9 kJ/mol
- Kohn-Sham gap: 1.33 eV


Density functional theory data (ωB97M-V/def2-TZVPD) for a 12-piece molecular cluster, C43H88F21N6O17PS5 overall.

Positions of all 181 atoms, in Å:
C1 -9.35097 2.28417 9.86911
C2 -10.34204 2.95435 10.85944
O1 -11.31837 2.32099 11.32279
N1 -9.98330 4.35264 11.30178
H1 -9.96153 4.30935 12.31062
H2 -9.05277 4.62649 11.02035
C3 -11.09018 5.28312 10.79667
H3 -8.28824 2.41506 10.07296
H4 -9.45032 2.60017 8.83067
H5 -9.49779 1.20451 9.89886
H6 -12.01864 4.89840 11.21861
H7 -11.17627 5.35925 9.71274
H8 -10.98620 6.25595 11.27719
C4 -23.02057 6.83615 12.84896
C5 -24.42231 7.50809 12.98599
O2 -24.60938 8.66889 12.78416
N2 -25.59494 6.61586 13.23368
H9 -26.42426 7.14808 13.01219
H10 -25.56654 5.81214 12.62266
C6 -25.67568 6.09583 14.64492
H11 -22.90688 5.91388 12.27924
H12 -22.58969 6.60748 13.82372
H13 -22.22720 7.44745 12.41887
H14 -24.78816 5.47237 14.75298
H15 -26.50904 5.39978 14.74058
H16 -25.71025 6.92791 15.34816
C7 -17.60243 0.46283 10.23559
C8 -16.32673 -0.39470 9.88201
C9 -16.73669 -1.73804 9.34554
N3 -15.56188 -2.79396 9.27755
C10 -14.46903 -2.37089 8.36785
C11 -16.16496 -4.13988 8.78608
C12 -15.96762 -5.19449 9.92208
C13 -14.98712 -4.62839 10.91655
C14 -15.05554 -3.13895 10.73006
H17 -17.94117 0.31532 11.26106
H18 -18.43917 0.25475 9.56875
H19 -17.43672 1.52425 10.05115
H20 -15.84913 -0.45198 10.86013
H21 -15.73979 0.15215 9.14407
H22 -16.94620 -1.53020 8.29625
H23 -17.54043 -2.29248 9.83000
H24 -13.71688 -3.14433 8.21242
H25 -13.88649 -1.59271 8.86098
H26 -14.83927 -1.88545 7.46487
H27 -15.55615 -4.40317 7.92114
H28 -17.18396 -4.13401 8.39916
H29 -15.64380 -6.05966 9.34352
H30 -16.96991 -5.43771 10.27471
H31 -14.03256 -4.96954 10.51587
H32 -15.12612 -4.96399 11.94424
H33 -14.15068 -2.56347 10.92540
H34 -15.68659 -2.63180 11.45989
C15 -13.50731 1.00600 16.57953
C16 -12.84403 -0.37971 16.65022
C17 -11.40434 -0.40528 17.05394
N4 -10.68727 -1.78250 17.14593
C18 -10.80786 -2.49689 15.76512
C19 -11.16918 -2.64979 18.31710
C20 -10.23097 -2.34004 19.46059
C21 -9.14866 -1.51214 18.94742
C22 -9.18181 -1.59674 17.46187
H35 -13.71715 1.47939 17.53869
H36 -14.48710 0.95051 16.10515
H37 -13.00024 1.76456 15.98322
H38 -12.93786 -0.86809 15.68029
H39 -13.39287 -1.01601 17.34449
H40 -11.31141 0.04471 18.04236
H41 -10.81520 0.28491 16.45007
H42 -11.83252 -2.85844 15.67876
H43 -10.22217 -3.41611 15.77489
H44 -10.42654 -1.85744 14.96901
H45 -11.19916 -3.71215 18.07509
H46 -12.20263 -2.41190 18.56910
H47 -9.92108 -3.26750 19.94215
H48 -10.76796 -1.89797 20.29983
H49 -8.19503 -1.75170 19.41785
H50 -9.38258 -0.48045 19.21008
H51 -8.61982 -2.44973 17.08148
H52 -8.75907 -0.80968 16.83741
C23 -12.29556 -7.19583 3.15435
C24 -12.91073 -6.09338 2.25628
C25 -11.73769 -5.39502 1.40935
N5 -12.23480 -4.14584 0.51061
C26 -13.22545 -4.63415 -0.60120
C27 -12.78174 -2.99662 1.38555
C28 -11.65933 -1.92938 1.45772
C29 -10.38254 -2.54455 0.82994
C30 -10.96400 -3.54442 -0.17604
H53 -11.99770 -8.09318 2.61195
H54 -12.96317 -7.42960 3.98365
H55 -11.37777 -6.88023 3.65048
H56 -13.38261 -5.34271 2.89027
H57 -13.74536 -6.45783 1.65739
H58 -11.22824 -6.02021 0.67605
H59 -11.06385 -4.94092 2.13586
H60 -13.34524 -3.71904 -1.18113
H61 -14.18828 -4.93380 -0.18736
H62 -12.75454 -5.42813 -1.18081
H63 -13.65641 -2.58473 0.88216
H64 -13.06652 -3.37222 2.36837
H65 -11.86586 -1.14272 0.73205
H66 -11.45245 -1.42162 2.39977
H67 -9.68012 -1.86180 0.35184
H68 -9.75250 -3.04108 1.56791
H69 -11.20552 -2.99470 -1.08575
H70 -10.34648 -4.38777 -0.48508
C31 -11.16603 -9.67749 15.17071
C32 -10.74630 -10.80966 14.27806
C33 -10.93396 -10.46072 12.78910
N6 -10.69063 -11.54089 11.65610
C34 -9.26872 -12.13754 11.83790
C35 -11.00010 -10.95895 10.22216
C36 -11.44686 -12.19223 9.43249
C37 -11.77097 -13.31641 10.40337
C38 -11.78361 -12.64736 11.72950
H71 -11.89153 -9.03169 14.67605
H72 -10.31479 -9.15773 15.61042
H73 -11.72472 -10.08392 16.01378
H74 -11.24516 -11.77222 14.39091
H75 -9.69882 -11.07311 14.42455
H76 -10.21392 -9.66558 12.59577
H77 -11.96264 -10.14467 12.61575
H78 -9.27899 -13.04534 11.23466
H79 -9.07271 -12.43011 12.86944
H80 -8.44593 -11.45205 11.63486
H81 -10.06256 -10.51063 9.89334
H82 -11.78769 -10.23465 10.42998
H83 -10.71958 -12.47866 8.67281
H84 -12.28979 -11.84476 8.83515
H85 -11.11470 -14.16971 10.23224
H86 -12.73629 -13.80768 10.28126
H87 -11.56660 -13.31920 12.55994
H88 -12.77011 -12.20403 11.86514
C39 -23.63234 0.70601 11.47192
F1 -23.22960 1.65641 12.39601
F2 -22.54914 0.05987 10.99079
F3 -24.41864 -0.08851 12.07297
S1 -24.49364 1.59806 9.97593
O3 -25.30373 0.63681 9.32044
O4 -25.32170 2.65720 10.58619
O5 -23.42540 2.17436 9.11385
C40 -19.15448 -4.19211 15.24912
F4 -19.33267 -4.89553 14.12164
F5 -18.57475 -3.01747 14.90976
F6 -20.36696 -3.86397 15.83501
S2 -17.92630 -5.12615 16.48630
O6 -16.65836 -4.42419 16.20774
O7 -18.49037 -4.92447 17.82966
O8 -17.94226 -6.52944 16.01656
C41 -14.71458 6.25335 5.88763
F7 -15.69621 6.56618 5.08149
F8 -13.71386 7.20578 5.87312
F9 -15.13891 6.12949 7.11631
S3 -14.00339 4.62796 5.17886
O9 -13.55114 4.93663 3.84811
O10 -12.87759 4.29831 6.07044
O11 -14.99226 3.53760 5.28007
C42 -21.06969 -2.58094 4.46947
F10 -20.93735 -1.31204 4.34889
F11 -21.04542 -2.90828 5.79422
F12 -22.16614 -3.07792 3.88535
S4 -19.53780 -3.45079 3.55930
O12 -19.61882 -3.05184 2.17592
O13 -18.41439 -2.85480 4.27563
O14 -19.76214 -4.89300 3.75911
C43 -7.89679 -4.24348 6.99523
F13 -8.93292 -3.56974 6.39373
F14 -7.58702 -5.22447 6.15409
F15 -6.89362 -3.46633 7.23700
S5 -8.59724 -4.95391 8.69258
O15 -9.69864 -5.78371 8.17038
O16 -7.52368 -5.67495 9.39766
O17 -9.08265 -3.83215 9.48283
P1 -18.76096 -11.68867 10.21704
F16 -19.17117 -10.28220 9.60854
F17 -17.41112 -11.64575 9.30668
F18 -17.88429 -11.08118 11.42129
F19 -18.13009 -13.12012 10.69285
F20 -20.17061 -11.79726 10.98786
F21 -19.40771 -12.58002 9.05325

Values from the calculation:
- HOMO level: -0.23792 hartree
- Lowest unoccupied orbital energy: -3.0928 eV
- DFT total energy: -7727.9151 Eh
- 2S+1: 1
- Relative energy (zero: lowest compared OMol25 entry of this formula, charge and spin): 586.1 kJ/mol
- Kohn-Sham gap: 3.38 eV


Density functional theory data (ωB97M-V/def2-TZVPD) for C4H6O as an isolated structure.

Positions of all 11 atoms, in Å:
C1 -0.74288 0.32024 1.07815
O1 0.65520 1.25950 0.44936
C2 1.10263 0.54925 -0.67172
C3 0.15568 -0.77180 -0.87454
C4 -0.74372 -0.74343 0.11008
H1 -0.55650 -0.06839 2.10199
H2 -1.68539 0.90556 1.03062
H3 2.13930 0.16286 -0.56761
H4 1.02724 1.12382 -1.62003
H5 0.27246 -1.52294 -1.68678
H6 -1.62864 -1.18742 0.64394

Values from the calculation:
- HOMO level: -0.34123 hartree
- Lowest unoccupied orbital energy: 0.9911 eV
- DFT total energy: -231.1277 Eh
- 2S+1: 1
- Relative energy (zero: lowest compared OMol25 entry of this formula, charge and spin): 252.1 kJ/mol
- Kohn-Sham gap: 10.28 eV


- The lowest lowest unoccupied orbital energy belongs to which entry?
  C23H38BF3HgN2O13S